# 1
116
Properties=species:S:1:pos:R:3 method="wB97M-V/def2-TZVPD" e_homo_ev=-10.239 total_charge=+1
O -5.79163 3.66099 2.25353
V -6.43097 2.21685 2.18478
O -7.22662 2.20128 0.74148
O -4.49603 -4.81615 2.50333
V -3.84248 -3.93962 3.70318
O -2.44325 -4.63627 4.06362
C 0.35649 0.25754 1.18296
C -1.02319 0.01246 0.59923
C -1.01101 -0.92126 -0.63352
O -2.03162 -0.29509 1.52151
H 1.03088 0.58517 0.39180
H 0.86868 -0.58990 1.63859
H 0.35699 1.04666 1.93488
H -1.37161 0.98240 0.24437
H -1.97149 -1.39204 -0.84314
H -0.48339 -1.81155 -0.29133
H -0.56481 -0.52926 -1.54750
C -7.64007 -3.01102 -3.33754
O -7.28479 -2.41419 -4.55469
H -7.32807 -4.05527 -3.35479
H -7.07688 -2.45926 -2.58489
H -8.71836 -2.95608 -3.18802
H -7.58525 -3.01815 -5.23773
C 2.05913 -8.67758 1.90172
O 3.47518 -8.99751 1.86874
H 1.84567 -7.71261 1.44197
H 1.59058 -9.36445 1.19690
H 1.57498 -8.74597 2.87589
H 3.92239 -9.02038 2.71790
C -1.39909 -7.28954 -4.05852
O -0.05502 -6.94421 -4.09013
H -2.03246 -6.42888 -4.27346
H -1.62001 -7.90311 -4.93191
H -1.74102 -7.70734 -3.11161
H 0.50306 -7.70971 -4.24550
O -2.87703 -0.18383 8.64853
S -2.98773 1.21199 9.05552
O -3.98853 1.94991 8.37468
O -3.42385 1.18372 10.60697
C -2.67949 0.45978 11.54487
C -3.71623 0.29252 12.65018
C -1.42405 2.11576 9.10566
H -1.85967 1.05504 11.94695
H -2.30434 -0.45187 11.07983
H -3.69587 1.20660 13.24359
H -3.32192 -0.52328 13.25608
H -4.70584 0.06035 12.25666
H -1.57841 3.11701 9.50790
H -1.22123 2.21143 8.03898
H -0.73970 1.44669 9.62730
O -1.19048 -4.24338 -10.03462
S -1.31971 -2.78521 -10.28840
O -0.64695 -2.18858 -11.45415
O -2.97609 -2.39858 -10.30634
C -3.37064 -1.06890 -10.69334
C -4.81651 -0.97476 -10.79286
C -0.95590 -1.81395 -8.80135
H -2.97591 -0.81437 -11.67696
H -2.97774 -0.38993 -9.93655
H -5.20489 -0.00072 -11.09036
H -5.27580 -1.22562 -9.83670
H -5.24619 -1.71116 -11.47197
H -0.81351 -0.79979 -9.17455
H -0.01609 -2.16474 -8.37496
H -1.78675 -1.83281 -8.09606
O 5.56786 -2.14396 8.31922
S 4.40450 -1.25330 8.12863
O 3.35853 -1.03553 9.16178
O 4.95032 0.24357 7.64651
C 6.04731 0.25226 6.70661
C 5.65008 1.32301 5.61785
C 3.51014 -1.71246 6.58233
H 6.10613 -0.72472 6.22684
H 6.94487 0.57516 7.23409
H 4.91365 0.88506 4.94406
H 6.48062 1.55161 4.94998
H 5.40460 2.34442 5.90863
H 2.63432 -1.08385 6.42143
H 3.26420 -2.77081 6.66902
H 4.29753 -1.60834 5.83581
O 5.65682 7.38575 -4.91348
S 5.62597 6.17163 -5.74690
O 6.78082 5.65424 -6.52603
O 5.13503 4.94427 -4.81566
C 4.47457 5.31029 -3.59557
C 2.98840 5.68514 -3.68170
C 4.17031 6.22571 -6.84391
H 4.94074 6.09030 -2.99361
H 4.54866 4.44386 -2.93837
H 2.85564 6.68238 -4.10122
H 2.44990 5.60167 -2.73770
H 2.53217 4.97445 -4.37081
H 3.96408 5.24374 -7.26970
H 4.40275 6.91137 -7.65875
H 3.30955 6.52580 -6.24631
C 0.18771 7.25498 3.49606
N 1.51958 7.32543 4.25938
O 1.47684 7.19627 5.47545
O 2.55584 7.47456 3.66976
H -0.65962 7.15213 4.17396
H 0.24582 6.37546 2.85485
H 0.12100 8.20557 2.96689
C 5.59621 -4.57737 -2.15610
N 6.29261 -3.83193 -1.09490
O 5.70166 -3.42122 -0.09778
O 7.53247 -3.77904 -1.23472
H 4.81194 -3.91343 -2.51972
H 5.18860 -5.46526 -1.67277
H 6.23655 -4.76438 -3.01812
C -4.62382 3.67344 -4.15067
N -4.06616 4.32700 -5.35609
O -3.23786 3.65770 -6.01826
O -4.36987 5.49795 -5.59377
H -3.90384 3.03211 -3.64233
H -5.47322 3.03110 -4.38304
H -4.82037 4.49994 -3.46776



# 2
22
Properties=species:S:1:pos:R:3 method="wB97M-V/def2-TZVPD" e_homo_ev=-13.110 total_charge=+1
C 1.44526 0.40461 -0.75056
C 0.17450 -0.36639 -1.01776
C -0.76278 0.30510 -2.01530
N 0.58525 -1.70918 -1.64968
H 2.01288 -0.04481 0.06627
H 2.05274 0.48928 -1.65183
H 1.19054 1.40853 -0.41650
H -0.35832 -0.64063 -0.11336
H -0.16963 0.62051 -2.87753
H -1.22393 1.18372 -1.58173
H -1.54010 -0.39065 -2.33202
H 1.22861 -2.21641 -1.06145
H -0.22938 -2.29848 -1.81411
H 1.05022 -1.51662 -2.53799
N 0.09655 -0.15814 2.95876
C -0.97407 0.76144 2.71726
O -1.06973 1.15521 1.32204
H 0.12265 -0.88064 2.25163
H 0.98993 0.32517 2.89439
H -1.91789 0.30631 3.01872
H -0.78790 1.65260 3.31576
H -1.91538 1.60948 1.27498



# 3
82
Properties=species:S:1:pos:R:3 method="wB97M-V/def2-TZVPD" s2=8.780 e_homo_ev="-6.151 / -7.196" spin_multiplicity=6
Fe 0.15632 -0.02555 0.33876
C 2.91437 0.60870 -2.97459
C 1.92322 0.82391 -2.03635
N 1.59698 -0.08123 -1.10816
C 2.21973 -1.27739 -1.09824
C 3.20461 -1.60263 -2.06453
C 3.56738 -0.60967 -2.99685
C 3.74907 -2.89478 -2.05905
C 3.28950 -3.82318 -1.14550
C 2.38235 -3.48845 -0.15456
C 1.86959 -2.17973 -0.04650
N 1.07960 -1.60428 0.92094
C 0.96889 -1.97298 2.23482
C 1.24698 -3.21769 2.82284
C 1.12584 -3.41396 4.18676
C 0.78058 -2.38751 5.04018
C 0.48099 -1.12016 4.51652
C 0.10749 -0.02510 5.32149
C -0.20583 1.17681 4.71861
C -0.14196 1.27535 3.34154
N 0.21796 0.26127 2.55256
C 0.53085 -0.92763 3.11038
H 3.15452 1.38578 -3.68396
H 1.38424 1.75980 -2.00941
H 4.34356 -0.81722 -3.71468
H 4.49288 -3.15317 -2.79483
H 3.64786 -4.84181 -1.19980
H 2.05168 -4.27612 0.49758
H 1.53774 -4.05732 2.22005
H 1.31716 -4.39792 4.58496
H 0.73391 -2.54253 6.10587
H 0.07798 -0.13379 6.39565
H -0.48974 2.03879 5.30020
H -0.35129 2.21389 2.84858
O -0.99767 1.20648 -0.53758
N -1.10190 2.51853 -0.39652
C -2.24283 3.10266 -0.82670
C -2.46781 4.43864 -0.65609
C -1.49171 5.22296 -0.02530
C -0.32719 4.61785 0.38943
C -0.10867 3.24535 0.20681
S 1.31646 2.47266 0.71076
H -2.94489 2.42680 -1.28890
H -3.39466 4.86481 -1.00442
H -1.65411 6.27802 0.12977
H 0.45719 5.16793 0.88231
C -4.05585 -3.93301 -0.67187
Ge -2.34807 -2.96648 -1.11812
C -2.41474 -2.27860 -2.99950
C -0.91113 -4.34834 -1.18991
Ge -1.87697 -1.14280 0.56302
C -3.52537 0.01070 0.45462
C -3.66391 1.13711 1.25869
C -4.84717 1.85388 1.30168
C -5.92951 1.45632 0.53555
C -5.79163 0.37858 -0.32167
C -4.59670 -0.31856 -0.36686
C -2.26582 -2.04880 2.31069
C -2.14975 -3.42267 2.49121
C -2.33367 -4.00509 3.73291
C -2.61935 -3.21755 4.83523
C -2.75637 -1.85065 4.67162
C -2.58247 -1.27977 3.42518
H -4.26448 -4.68562 -1.42619
H -4.89527 -3.24903 -0.61951
H -3.96635 -4.41846 0.29456
H -2.33197 -3.11266 -3.69213
H -1.57770 -1.60769 -3.17798
H -3.33197 -1.74067 -3.21747
H -1.20968 -5.15109 -1.86022
H -0.70042 -4.77835 -0.21582
H 0.00347 -3.90570 -1.57365
H -2.82443 1.46078 1.86279
H -4.92930 2.72279 1.93976
H -6.87057 1.98568 0.60270
H -6.62111 0.07834 -0.94933
H -4.49465 -1.14066 -1.06132
H -1.92125 -4.05618 1.64220
H -2.24402 -5.07708 3.84665
H -2.74210 -3.66815 5.81102
H -2.99300 -1.22541 5.52001
H -2.69240 -0.21012 3.31256



# 4
100
Properties=species:S:1:pos:R:3 method="wB97M-V/def2-TZVPD" e_homo_ev=-9.297
C -0.37715 5.15063 2.68449
C -0.18652 3.89229 1.93349
I -1.81054 3.51479 0.64717
C 0.84186 3.03290 1.98507
I 2.49289 3.42965 3.22905
C 1.00959 1.74476 1.23871
C 2.20328 1.79515 0.28066
C 1.93284 1.90237 -1.22797
C 1.06720 0.81859 -1.75741
O 1.43509 -0.30686 -1.98272
O -0.23403 1.19811 -2.00436
O 1.16604 0.73505 2.24387
C 1.12677 -0.61401 1.83259
C 2.31672 -1.33278 2.44411
N 3.59094 -1.14998 1.78138
C -0.14407 -1.31936 2.36020
C -1.36102 -0.51379 2.13590
O -1.70001 0.45335 2.76014
Br -2.49960 -1.10159 0.64608
H -0.59650 5.96583 2.01166
H -1.21433 5.03080 3.35972
H 0.49692 5.40209 3.26564
H 0.10446 1.55064 0.68254
H 2.80948 0.91184 0.42697
H 2.84281 2.63270 0.51281
H 1.57721 2.87954 -1.51819
H 2.90053 1.78262 -1.69570
H -0.81930 0.85632 -1.31806
H 1.14825 -0.71809 0.75071
H 2.41004 -0.89880 3.43092
H 2.09568 -2.38315 2.58404
H 3.53379 -1.39811 0.80457
H 3.88448 -0.19139 1.87710
H -0.20948 -2.26507 1.84350
H -0.05184 -1.52409 3.41917
C 3.48787 0.89071 -4.26027
Cl 3.57060 -0.49182 -5.35655
Cl 4.11744 2.36093 -5.01015
H 2.45572 1.05379 -3.98616
H 4.08032 0.66486 -3.38476
C 2.41186 1.65292 6.72080
Cl 2.04410 -0.03567 6.35762
Cl 4.14970 1.93764 6.89134
H 2.07211 2.26934 5.89311
H 1.92646 1.91734 7.65145
C 5.80027 -3.87030 1.13996
Cl 4.52395 -5.05078 0.80427
Cl 7.10579 -4.56661 2.10756
H 6.21369 -3.53551 0.19702
H 5.36586 -3.03994 1.68536
C -5.73163 -3.11448 1.63779
Cl -5.09531 -4.74825 1.83898
Cl -7.36339 -3.11164 0.95196
H -5.76533 -2.63486 2.60774
H -5.08004 -2.57069 0.96787
C -2.48707 2.48219 -3.82237
Cl -1.46367 3.88211 -4.14737
Cl -3.64134 2.79271 -2.51322
H -3.04936 2.24529 -4.71619
H -1.85319 1.65924 -3.52142
C 7.65740 0.65944 -4.45469
Cl 8.60813 2.04447 -4.99170
Cl 6.78110 0.99870 -2.95310
H 6.93044 0.41921 -5.22087
H 8.32511 -0.17297 -4.27644
C 2.94731 -1.43432 -9.32579
Cl 3.25590 -2.57953 -8.01906
Cl 3.89124 -1.80603 -10.77516
H 1.89662 -1.47909 -9.58056
H 3.21872 -0.44390 -8.98248
C -2.29603 -0.92403 6.76407
Cl -3.45584 -2.12257 6.16972
Cl -0.80593 -1.66515 7.35243
H -2.04674 -0.26310 5.94822
H -2.75129 -0.37400 7.57740
C 7.20881 0.53383 8.23833
Cl 8.13117 1.70870 7.29103
Cl 7.55125 0.65243 9.96848
H 6.15704 0.73235 8.08229
H 7.47254 -0.46058 7.90289
C -10.69785 -4.95701 2.38247
Cl -10.07712 -6.59813 2.57002
Cl -12.33120 -4.94206 1.69843
H -10.72994 -4.48555 3.35597
H -10.04267 -4.41067 1.71747
C -14.26742 -1.77822 0.19557
Cl -13.22980 -0.50284 -0.45593
Cl -15.18025 -1.23969 1.60977
H -14.96897 -2.07470 -0.57305
H -13.63976 -2.60773 0.49164
C 5.07317 -1.25841 -14.15855
Cl 6.08798 -0.42715 -15.34333
Cl 5.61361 -2.91455 -13.85621
H 5.11406 -0.70894 -13.22717
H 4.06096 -1.29451 -14.53953
C -5.81656 3.50305 0.54223
Cl -5.28951 3.79815 2.20032
Cl -6.25547 4.98979 -0.30217
H -4.99882 3.03379 0.00835
H -6.67930 2.85002 0.56646



# 5
13
Properties=species:S:1:pos:R:3 method="wB97M-V/def2-TZVPD" e_homo_ev=-9.281
C -2.03488 0.63630 -0.22235
C -0.43422 0.32853 -0.32852
C 1.29114 -1.00882 -0.35488
C 1.39223 -0.49776 0.76929
H -2.11390 0.59212 -2.30556
H -2.29466 1.44178 0.56798
H -2.82194 -0.41575 0.00893
H 1.82804 -2.21128 -0.70354
H 3.19454 -0.55865 1.52319
N 0.18322 -0.37512 -1.15592
O -2.43694 1.06212 -1.56117
O 2.10494 -0.43974 1.83655
O 0.28696 0.25613 0.95202



# 6
15
Properties=species:S:1:pos:R:3 method="wB97M-V/def2-TZVPD" e_homo_ev=-9.608
N 2.28883 0.97138 -0.40424
C 0.87313 0.76417 -0.49508
O 0.29513 1.52044 0.51713
N 0.50940 -0.64984 -0.28802
C -0.22742 -1.17053 -1.17731
C -1.94888 -0.53715 1.61265
O -2.29085 0.41270 0.94954
H 2.56944 0.78028 0.55401
H 2.77535 0.31188 -1.00394
H 0.53497 1.08987 -1.49830
H -0.55181 -2.20745 -1.07018
H -0.58648 -0.62448 -2.06182
H -0.89138 -0.71805 1.86786
H -2.68816 -1.28013 1.96517
H -0.66127 1.33691 0.53252



# 7
103
Properties=species:S:1:pos:R:3 method="wB97M-V/def2-TZVPD" e_homo_ev=-6.181
Ca -0.25951 2.30511 -0.08440
C 5.24888 -3.30064 -0.76596
C 4.73776 -2.82239 0.59102
N 3.50220 -2.06087 0.47351
C 3.55900 -0.69619 0.51288
C 2.52743 0.14257 0.28474
C 2.80304 1.64790 0.53431
O 3.99488 1.94477 0.66841
O 1.78504 2.37838 0.59459
C 1.23492 -0.38469 -0.08994
O 0.24871 0.26948 -0.42944
C 1.16141 -1.86448 -0.01778
C -0.07292 -2.46408 -0.24254
C -0.19527 -3.82124 -0.17139
F -1.40663 -4.38823 -0.45422
C 0.88052 -4.64689 0.15208
C 2.11490 -4.05187 0.35572
C 2.28479 -2.66358 0.26559
N 0.78492 -6.06278 0.29717
C 1.47342 -6.89416 -0.65844
C 0.53646 -7.39530 -1.76084
N -0.59388 -8.12941 -1.10336
C -1.36019 -7.23100 -0.17701
C -0.39105 -6.67409 0.87024
H 6.15912 -3.88724 -0.63775
H 5.47167 -2.44737 -1.40569
H 4.50271 -3.91998 -1.26591
H 5.47655 -2.16973 1.05070
H 4.58730 -3.66890 1.26241
H 4.51635 -0.25518 0.76491
H -0.90736 -1.83001 -0.52455
H 2.93965 -4.70017 0.61983
H 1.92213 -7.76253 -0.15499
H 2.27984 -6.32330 -1.11255
H 1.04797 -8.07252 -2.44343
H 0.11895 -6.55876 -2.31987
H -0.20722 -8.90474 -0.56113
H -1.22117 -8.51755 -1.80586
H -2.16348 -7.80121 0.28821
H -1.78719 -6.43120 -0.77260
H -0.07711 -7.50231 1.52239
H -0.91389 -5.94821 1.48796
B -2.87119 2.89592 2.06179
N -1.46894 2.45538 2.56579
C -0.85366 2.85404 3.68493
C 0.26238 2.05828 3.87948
C 0.25104 1.18777 2.78850
N -0.79751 1.43485 2.00055
N -2.77445 3.43508 0.61442
C -3.13401 4.66005 0.20183
C -3.06398 4.69626 -1.17764
C -2.62524 3.41707 -1.52885
N -2.45458 2.66090 -0.44322
H -3.59421 1.92062 2.07247
H -3.27586 3.77509 2.77341
H -1.23722 3.66607 4.27862
H 0.98100 2.10856 4.67937
H 0.93522 0.38509 2.56246
H -3.41303 5.42344 0.90783
H -3.26012 5.52995 -1.82837
H -2.43594 3.02476 -2.51454
N 6.19070 5.60871 -2.54903
C 4.84097 5.27947 -2.44872
C 3.85507 6.20853 -2.78684
C 2.51772 5.87766 -2.67949
C 2.15049 4.61713 -2.23424
C 3.12046 3.66385 -1.96536
C 4.45621 3.99157 -2.07224
S 0.43970 4.23218 -1.95258
O 0.29708 2.79221 -2.16589
O -0.32135 5.07552 -2.83953
N 0.06686 4.42501 -0.42176
C 0.20717 5.50335 0.36688
S 0.93583 7.05990 -0.12178
C 0.65174 7.66839 1.47416
C 0.05917 6.71214 2.22178
N -0.19303 5.51875 1.60774
H 6.38415 6.59592 -2.53287
H 6.80060 5.07898 -1.94918
H 4.13913 7.20457 -3.10724
H 1.74666 6.58742 -2.94610
H 2.81538 2.67346 -1.67172
H 5.20938 3.25486 -1.81996
H 0.94999 8.66794 1.74314
H -0.22146 6.82385 3.26047
N -2.47452 -0.85902 -1.56024
C -3.52204 -0.67549 -1.10716
N -4.72490 -0.46263 -0.58426
C -4.79784 0.07789 0.78231
C -5.17126 -1.03041 1.78357
C -4.65973 -2.38025 1.27558
C -5.37363 -2.77122 -0.03254
C -5.70516 -1.51111 -0.85446
H -5.53915 0.87854 0.79717
H -3.83126 0.51775 1.02414
H -6.25582 -1.08646 1.91198
H -4.73883 -0.79500 2.75579
H -4.81797 -3.15541 2.02807
H -3.58253 -2.30372 1.10452
H -6.29286 -3.32124 0.18347
H -4.72777 -3.42618 -0.62250
H -6.68615 -1.11529 -0.58889
H -5.71059 -1.72668 -1.92198



# 8
10
Properties=species:S:1:pos:R:3 method="wB97M-V/def2-TZVPD" e_homo_ev=-14.661 total_charge=+1
C -0.74266 0.42761 0.64110
C 0.32220 0.23102 -0.36532
N -0.81037 -0.69902 -0.28161
O 3.01158 0.53431 -0.26062
P 2.07959 -0.43055 0.24349
H -0.55022 0.18135 1.67842
H -1.48167 1.20784 0.50828
H 0.33158 0.88280 -1.23607
H -0.63650 -1.63662 0.08468
H -1.52353 -0.69874 -1.01236



# 9
37
Properties=species:S:1:pos:R:3 method="wB97M-V/def2-TZVPD" e_homo_ev="-7.442 / -7.440"
Be -0.52410 -0.65112 0.77379
C -0.16299 4.88217 -1.64651
C 0.65626 4.41303 -0.43480
N 1.22020 3.10381 -0.55987
C 0.51353 1.95556 -0.42027
S -1.12567 1.82647 -0.07966
N 1.32538 0.86879 -0.58658
N 0.69893 -0.27718 -0.42900
C 1.06661 -1.31138 -1.19555
C 2.10955 -1.28626 -2.23021
C 0.28882 -2.48233 -0.88672
C 0.46582 -3.75528 -1.43684
C -0.31134 -4.82351 -0.93774
C -1.30585 -4.53860 -0.00980
C -1.44211 -3.24714 0.50540
N -0.66342 -2.24692 0.05904
H -0.46395 5.92923 -1.52479
H -1.03965 4.23488 -1.79103
H 0.47800 4.84152 -2.55042
H 0.01479 4.36450 0.48012
H 1.44711 5.16231 -0.24616
H 2.19389 3.04921 -0.84989
H 2.41715 -0.25512 -2.50810
H 1.70348 -1.82491 -3.09650
H 2.99057 -1.90070 -1.92228
H 1.16087 -3.91043 -2.25631
H -0.09401 -5.82607 -1.26144
H -1.95117 -5.32364 0.35863
H -2.14704 -2.99535 1.29843
C -1.31785 1.04803 3.57824
S -1.07740 -0.55937 2.88653
O -1.28097 -1.55537 3.88825
O -1.95945 -0.57524 1.69201
O 0.26173 -0.48070 2.24071
H -2.29407 1.04030 4.09614
H -1.34187 1.76675 2.71296
H -0.50979 1.34004 4.29021